Entry 1:
{
  "formula": "C22H44O10",
  "method": "ωB97M-V with the def2-TZVPD basis set",
  "symbols": ["H", "C", "H", "H", "O", "H", "H", "H", "O", "C", "C", "H", "H", "O", "C", "H", "H", "H", "H", "H", "C", "H", "H", "H", "O", "H", "C", "O", "H", "H", "O", "H", "C", "H", "H", "H", "H", "H", "C", "H", "H", "C", "H", "H", "O", "H", "C", "C", "H", "C", "H", "H", "C", "H", "H", "O", "H", "H", "H", "C", "C", "H", "O", "C", "H", "H", "H", "C", "H", "H", "C", "O", "C", "C", "C", "C"],
  "coordinates": [[5.3860, -55.4400, 30.5464], [-6.9611, -48.0151, 27.8117], [3.0209, -54.5192, 29.5595], [3.7524, -53.5194, 28.4069], [0.9313, -59.5468, 25.6215], [-2.3954, -61.0537, 26.1997], [1.8170, -55.2750, 33.1635], [0.2311, -51.1049, 29.4325], [-1.2103, -59.4444, 26.4836], [3.8731, -54.4653, 29.0883], [1.0762, -51.4665, 28.6399], [-6.8006, -47.0965, 27.4454], [5.0029, -53.7220, 30.6651], [0.6276, -58.0755, 32.0758], [-0.3070, -56.0157, 31.2822], [2.7068, -55.7268, 31.8941], [2.3264, -56.7415, 25.5874], [-3.3497, -60.2244, 24.1412], [-0.8899, -55.3426, 32.1490], [1.2607, -58.3879, 28.0193], [0.8489, -50.6777, 27.3433], [-1.8727, -55.8079, 26.5929], [0.2833, -55.4148, 30.6646], [-0.3192, -58.5103, 28.3921], [1.9256, -54.7524, 27.0300], [-3.2302, -58.7166, 25.0460], [2.8009, -51.5453, 30.2656], [2.2944, -52.3411, 30.9902], [-3.6055, -54.9372, 29.7955], [-3.5653, -49.9388, 26.5215], [-5.1954, -49.5355, 27.7106], [1.6663, -50.7073, 26.8890], [0.3514, -58.2418, 27.6054], [-1.0079, -56.8641, 30.7986], [-3.9355, -51.8041, 28.5633], [0.3124, -51.2346, 26.5245], [-6.9606, -48.0432, 28.9077], [-8.0421, -48.1256, 27.4336], [0.7492, -56.8670, 31.9752], [-2.4024, -51.7242, 27.9505], [2.9054, -57.6565, 27.0072], [4.0145, -50.7674, 30.6779], [-1.2605, -61.1120, 25.1305], [-3.5872, -56.1807, 28.6265], [3.8368, -55.5088, 28.1278], [3.9938, -56.3851, 25.8791], [-1.9476, -54.7148, 28.2901], [5.0532, -54.5233, 29.9991], [1.1679, -52.5077, 28.5053], [-3.4260, -55.1568, 28.7365], [3.6927, -49.7096, 30.7475], [4.9479, -50.6744, 29.9337], [-2.6340, -59.5577, 24.4826], [0.1202, -57.1595, 27.3460], [-3.1801, -50.2704, 29.0295], [2.2886, -50.9276, 29.2414], [2.5206, -56.7528, 33.3054], [-0.6677, -54.5795, 26.5150], [-2.2174, -54.3478, 26.1817], [-1.6563, -54.9448, 26.8432], [-4.2210, -50.3754, 27.1445], [0.6242, -49.5711, 27.5272], [-6.7330, -49.5900, 26.0161], [-6.3320, -49.1750, 27.1140], [6.0004, -54.2572, 29.5902], [4.4332, -51.3342, 31.3899], [-4.3408, -54.8205, 28.1753], [2.8331, -55.5664, 27.1938], [-1.9859, -59.0328, 23.7760], [-4.7892, -51.1436, 26.5623], [1.9752, -56.1230, 32.6609], [-1.1614, -54.1006, 29.0504], [-1.8342, -60.3106, 25.5055], [3.0547, -56.7967, 26.3305], [0.0425, -59.1083, 26.4343], [-3.3346, -51.0035, 28.2707]],
  "lumo_energy_ev": 0.43,
  "smiles": "CCOC(C)=O.CCOC(C)=O.CCOC(C)=O.CCOC(C)=O.CC(C)=O.CC(C)=O",
  "de_lowest_kcal_mol": 75.3,
  "largest_force_ha_per_bohr": 0.178,
  "gap_ev": 9.80
}


Entry 2:
{
  "formula": "C22H44O33Rb2S6",
  "method": "ωB97M-V with the def2-TZVPD basis set",
  "symbols": ["O", "O", "S", "O", "H", "C", "C", "O", "H", "H", "O", "H", "O", "H", "S", "H", "H", "H", "H", "O", "O", "H", "O", "H", "O", "S", "C", "O", "H", "C", "H", "H", "C", "H", "O", "C", "H", "H", "C", "C", "H", "H", "C", "H", "H", "S", "H", "H", "C", "H", "O", "C", "C", "O", "H", "H", "O", "C", "O", "H", "H", "S", "O", "H", "O", "H", "S", "H", "O", "O", "H", "Rb", "O", "H", "H", "O", "C", "O", "C", "H", "O", "H", "C", "Rb", "C", "H", "H", "C", "C", "H", "O", "O", "O", "C", "H", "O", "C", "O", "C", "O", "H", "H", "O", "H", "O", "O", "H"],
  "coordinates": [[-29.5858, 2.7884, 10.7504], [-28.7591, 7.4317, 11.9054], [-27.0146, -1.0992, 13.0440], [-28.7291, -2.4153, 8.2793], [-28.9168, -0.9504, 10.4202], [-26.7688, 0.1358, 15.7760], [-30.7028, -0.0660, 8.2385], [-32.7246, -0.6813, 12.9633], [-27.3128, 8.7925, 13.7653], [-31.0652, 4.1360, 11.6384], [-32.3101, -1.8144, 10.8727], [-29.4597, 5.3780, 10.7008], [-30.3706, -0.8750, 7.0458], [-26.9714, 1.0522, 16.3304], [-32.7212, -2.2584, 12.3889], [-25.9261, -1.7169, 16.2276], [-27.9728, 3.4847, 9.9306], [-27.0008, 4.8344, 10.6039], [-32.5935, 0.9972, 8.5160], [-31.9072, -1.8210, 5.0566], [-27.0883, 0.3720, 13.0929], [-30.5384, -0.8154, 11.2286], [-34.0195, -2.8635, 12.3792], [-28.1285, -0.7940, 7.1756], [-27.3983, 4.1685, 5.5474], [-28.1716, 3.3347, 6.4757], [-31.6904, 3.2537, 11.5014], [-25.8893, -1.7631, 13.6977], [-26.8223, -1.0797, 17.5921], [-27.8229, 8.0963, 14.4310], [-31.4575, 2.3283, 13.4693], [-26.6790, 0.8098, 7.8034], [-31.8516, -5.6105, 9.1422], [-29.7487, 3.9047, 11.6420], [-28.7608, 0.6638, 9.8973], [-29.8314, -2.6257, 9.1376], [-30.0345, -2.5751, 12.3440], [-27.1058, 2.3535, 9.6306], [-28.4695, 6.6043, 12.7333], [-28.5649, -1.7386, 11.0858], [-32.6726, 3.6281, 13.3715], [-27.1508, -1.1459, 8.6699], [-26.1340, -0.8078, 16.7918], [-25.1179, -0.6192, 17.1385], [-27.2198, 3.4929, 11.5863], [-29.8892, 1.3449, 10.5543], [-32.1131, -0.0495, 14.4066], [-31.0413, 2.4348, 11.1913], [-32.1994, 2.8083, 12.8310], [-30.5281, -4.7612, 10.7506], [-30.0550, 0.7240, 11.9048], [-31.5764, -0.6067, 10.9695], [-28.9655, 0.6214, 15.0393], [-27.1931, -1.6189, 11.4737], [-30.1147, 0.8517, 8.2368], [-27.3119, 8.1811, 15.3901], [-27.7082, 1.7887, 6.4732], [-32.2299, -0.0201, 8.3714], [-28.7591, 1.7519, 14.6019], [-32.4511, -0.8343, 9.0616], [-28.5414, -2.6409, 10.4747], [-31.7934, -1.6492, 6.5439], [-32.7820, 3.4195, 10.6902], [-30.3041, -0.6889, 9.0392], [-27.5515, 3.5449, 8.0450], [-32.9259, 0.9422, 11.7080], [-34.1107, 2.6234, 11.2015], [-30.0361, -0.8514, 12.3482], [-32.0363, -2.7950, 7.4180], [-32.7251, -0.4798, 7.1164], [-28.8565, 2.4701, 9.1275], [-31.2264, 3.1529, 8.9511], [-30.1505, 0.0806, 15.1399], [-28.7329, -0.3922, 8.7746], [-31.8257, -3.7537, 10.2598], [-28.5624, 5.3289, 12.5836], [-29.3680, -1.7127, 12.3550], [-30.3133, -3.8833, 8.8842], [-32.1546, 0.2504, 12.0465], [-30.9027, 0.7544, 13.3025], [-35.2597, 3.4792, 11.5678], [-31.1896, -6.2480, 8.5561], [-29.0274, 4.6943, 11.4314], [-28.6980, 2.1300, 12.6508], [-27.7440, 4.0676, 10.8227], [-28.4587, 0.5158, 7.8968], [-32.5709, -5.2056, 8.4303], [-27.6710, 1.2611, 7.7864], [-31.2135, 0.5611, 14.3292], [-31.4225, 0.9500, 12.4497], [-31.6592, -3.0891, 13.0203], [-34.4891, 1.5703, 10.2587], [-31.1242, 1.2237, 9.7739], [-27.8191, 2.3756, 8.8067], [-26.2447, 0.2568, 14.8279], [-28.4841, -1.7194, 13.4900], [-31.1015, -4.4694, 9.8707], [-30.2772, -1.7646, 9.9054], [-28.1415, -1.1180, 8.2163], [-27.9805, 6.8054, 13.9100], [-31.5507, -0.2993, 9.9240], [-32.4242, -6.2047, 9.8544], [-33.3193, 2.0339, 12.5155], [-31.6036, 1.4952, 14.7334], [-28.0875, -0.2407, 15.4478], [-29.6402, 3.4596, 6.4370], [-28.8101, 8.5302, 14.5904]],
  "lumo_energy_ev": -0.39,
  "largest_force_ha_per_bohr": 0.201,
  "gap_ev": 9.24
}